1.
71
Properties=species:S:1:pos:R:3:lowdin_charge:R:1 method="wB97M-V/def2-TZVPD" gap_ev="4.618 / 3.751" largest_force_ev_per_a=3.3 s2=0.765 energy_ev=-81435.84328 multiplicity=2 homo_ev="-15.2 / -15.2" e_above_lowest_kj_mol=0.0 lumo_ev="-10.55 / -11.42" total_charge=+3
Ir 0.62 -0.52 -0.49 1.4398
N 0.43 -4.75 0.89 0.1982
C -0.41 -5.55 0.13 -0.1837
C -0.78 -6.81 0.60 0.0349
C -1.65 -7.60 -0.15 0.0218
C -2.14 -7.14 -1.37 0.0111
C -1.76 -5.90 -1.86 -0.0459
C -0.91 -5.10 -1.11 -0.3498
S -0.47 -3.50 -1.72 1.2369
N 0.29 -2.83 -0.44 -0.3196
C 0.71 -3.46 0.63 -0.2600
C 1.54 -2.67 1.57 -0.1811
C 2.44 -3.26 2.45 0.0438
C 3.24 -2.45 3.25 0.0274
C 3.11 -1.08 3.14 0.0338
C 2.18 -0.56 2.25 -0.0599
N 1.42 -1.33 1.47 0.0046
H 0.76 -5.15 1.77 0.1734
H -0.41 -7.17 1.55 0.1377
H -1.95 -8.56 0.23 0.1401
H -2.83 -7.76 -1.94 0.1400
H -2.14 -5.55 -2.80 0.1296
H 2.57 -4.33 2.49 0.1309
H 3.96 -2.89 3.93 0.1421
H 3.72 -0.42 3.74 0.1391
H 2.04 0.50 2.13 0.1329
C 3.96 0.42 -3.35 -0.0342
C 2.77 0.26 -2.44 -0.5849
O 3.06 -0.45 -1.25 -0.1010
P 2.06 1.86 -1.82 0.4958
O 1.24 2.56 -2.96 -0.0526
O 3.25 2.84 -1.58 -0.0286
O 1.35 1.63 -0.53 -0.3153
P 1.26 -0.60 -3.19 0.2909
O 1.37 -0.30 -4.73 -0.0545
O 1.32 -2.04 -2.81 -0.3897
O 0.09 0.18 -2.62 -0.3575
H 4.77 0.90 -2.81 0.1062
H 3.69 1.03 -4.21 0.1071
H 4.32 -0.56 -3.70 0.1113
H 3.80 -1.07 -1.40 0.1420
H 0.47 2.06 -3.27 0.0894
H 3.47 3.46 -2.28 0.1268
H 1.65 -1.02 -5.29 0.1191
C -1.14 5.70 3.31 -0.0555
C -2.35 5.68 2.36 -0.1931
N -2.40 4.55 1.48 -0.0651
C -2.22 4.77 0.07 -0.1989
C -0.78 5.15 -0.29 -0.0530
C -2.61 3.31 2.04 -0.4261
O -2.81 3.16 3.22 0.1195
C -2.63 2.11 1.13 -0.0790
C -3.84 1.50 0.81 0.0681
C -3.82 0.30 0.13 0.0118
C -2.59 -0.28 -0.17 -0.1005
N -1.44 0.28 0.18 -0.0250
C -1.44 1.45 0.81 -0.0459
H -1.23 6.58 3.95 0.0862
H -0.22 5.78 2.75 0.0664
H -1.12 4.82 3.94 0.0681
H -2.38 6.59 1.77 0.1297
H -3.23 5.62 3.02 0.1362
H -2.87 5.60 -0.23 0.1358
H -2.51 3.87 -0.48 0.1124
H -0.46 6.03 0.25 0.0774
H -0.74 5.37 -1.36 0.0795
H -0.10 4.33 -0.08 0.0548
H -4.78 1.96 1.09 0.1529
H -4.73 -0.19 -0.17 0.1304
H -2.53 -1.22 -0.70 0.1058
H -0.48 1.88 1.05 0.1187

2.
64
Properties=species:S:1:pos:R:3:lowdin_charge:R:1 method="wB97M-V/def2-TZVPD" gap_ev="7.962 / 8.041" largest_force_ev_per_a=2.4 s2=3.753 energy_ev=-75535.71444 multiplicity=4 homo_ev="-10.4 / -10.5" lumo_ev="-2.49 / -2.42" total_charge=+1
Nd -0.22 -0.01 0.18 1.7175
C -0.17 3.35 -0.21 -0.1383
C -0.94 3.29 1.11 -0.1343
O -1.42 1.95 1.25 -0.2509
C -1.66 1.52 2.59 -0.1467
C -0.35 1.26 3.35 -0.1364
O 0.55 0.61 2.46 -0.2744
C 1.87 0.45 2.97 -0.1359
C 2.71 -0.23 1.87 -0.1257
O 2.31 0.17 0.56 -0.2471
C 2.93 1.34 0.00 -0.1206
C 2.08 2.59 0.21 -0.1440
O 0.78 2.29 -0.27 -0.2855
H 0.31 4.32 -0.33 0.1452
H -0.86 3.17 -1.03 0.1349
H -1.78 3.99 1.09 0.1476
H -0.29 3.54 1.95 0.1301
H -2.21 0.59 2.49 0.1124
H -2.27 2.25 3.13 0.1479
H -0.57 0.63 4.22 0.1420
H 0.10 2.19 3.71 0.1320
H 1.87 -0.18 3.86 0.1462
H 2.28 1.43 3.24 0.1339
H 2.55 -1.30 1.89 0.1377
H 3.77 -0.02 2.04 0.1412
H 3.00 1.14 -1.07 0.1444
H 3.93 1.48 0.40 0.1441
H 2.52 3.41 -0.35 0.1475
H 2.05 2.86 1.27 0.1319
C 0.09 -4.39 -1.04 0.0140
C 0.16 -3.20 -0.14 -0.2325
N 0.56 -2.04 -0.56 -0.1427
N 1.09 -1.92 -1.83 -0.0582
C 0.72 -0.99 -2.63 -1.1104
S -0.64 0.10 -2.47 0.4888
S 1.73 -0.84 -4.08 0.8794
C 0.45 -1.04 -5.39 -0.4146
C -0.07 -2.44 -5.43 -0.3052
C -1.26 -2.77 -4.78 -0.0601
C -1.73 -4.07 -4.79 -0.0868
C -1.03 -5.06 -5.46 -0.0893
C 0.16 -4.75 -6.11 -0.0765
C 0.63 -3.44 -6.10 -0.0463
C -0.20 -3.31 1.28 -0.1161
C 0.19 -4.46 1.98 -0.0268
C -0.07 -4.60 3.33 -0.0770
C -0.77 -3.61 4.00 -0.0697
C -1.21 -2.49 3.32 -0.0167
C -0.94 -2.30 1.96 -0.3394
O -1.41 -1.23 1.34 -0.2918
H -0.04 -4.06 -2.07 0.0727
H -0.72 -5.04 -0.75 0.1004
H 1.02 -4.96 -1.00 0.1068
H 0.96 -0.76 -6.31 0.0813
H -0.34 -0.32 -5.17 0.0476
H -1.81 -1.99 -4.26 0.0906
H -2.67 -4.31 -4.30 0.1046
H -1.40 -6.08 -5.47 0.1030
H 0.71 -5.51 -6.63 0.1055
H 1.56 -3.20 -6.60 0.1162
H 0.73 -5.24 1.46 0.1191
H 0.27 -5.49 3.86 0.1081
H -0.98 -3.71 5.06 0.1108
H -1.81 -1.74 3.82 0.1144

3.
59
Properties=species:S:1:pos:R:3:lowdin_charge:R:1 method="wB97M-V/def2-TZVPD" gap_ev=9.330 largest_force_ev_per_a=0.7 smiles="COc1ccc(CCN2C[C@@H](C(=O)NCCc3ccccc3C)CCC2=O)cc1" energy_ev=-34499.27458 homo_ev=-8.8 e_above_lowest_kj_mol=108.6 lumo_ev=0.58
C 2.55 3.72 0.56 -0.0884
O 1.77 3.33 -0.54 -0.0947
C 0.46 3.01 -0.32 -0.2844
C -0.32 2.79 -1.46 0.0145
C -1.66 2.47 -1.35 -0.0202
C -2.26 2.35 -0.10 -0.2405
C -3.72 2.00 0.04 -0.1265
C -4.21 0.91 -0.91 -0.1346
N -3.29 -0.19 -1.12 -0.0556
C -2.68 -0.87 0.00 -0.0789
C -1.16 -0.89 -0.24 -0.1922
C -0.43 -1.42 0.99 -0.4583
O -0.41 -2.59 1.29 0.0720
N 0.13 -0.45 1.74 0.0852
C 1.11 -0.76 2.76 -0.1524
C 2.54 -0.54 2.22 -0.1166
C 2.70 -1.13 0.85 -0.1931
C 2.67 -0.28 -0.25 -0.0389
C 2.76 -0.76 -1.54 -0.0918
C 2.89 -2.12 -1.75 -0.0917
C 2.93 -2.98 -0.67 -0.0421
C 2.82 -2.51 0.64 -0.2226
C 2.81 -3.50 1.76 -0.0344
C -0.87 -1.77 -1.46 -0.1150
C -2.05 -1.76 -2.45 -0.0678
C -2.91 -0.51 -2.38 -0.4637
O -3.28 0.10 -3.36 0.0461
C -1.48 2.56 1.02 -0.0484
C -0.14 2.89 0.93 -0.0414
H 2.12 4.59 1.07 0.0998
H 2.69 2.91 1.28 0.0766
H 3.52 4.00 0.15 0.0976
H 0.15 2.88 -2.43 0.1229
H -2.23 2.31 -2.25 0.1176
H -4.32 2.90 -0.15 0.1235
H -3.91 1.71 1.08 0.1053
H -4.40 1.32 -1.90 0.1176
H -5.16 0.51 -0.52 0.1291
H -3.05 -1.90 0.09 0.1434
H -2.92 -0.34 0.92 0.1319
H -0.85 0.13 -0.44 0.1248
H 0.14 0.50 1.38 0.1027
H 0.93 -0.13 3.64 0.1193
H 0.96 -1.80 3.02 0.1112
H 3.25 -0.98 2.93 0.1109
H 2.74 0.53 2.17 0.0985
H 2.57 0.78 -0.10 0.0941
H 2.73 -0.07 -2.38 0.1044
H 2.97 -2.51 -2.76 0.1027
H 3.02 -4.04 -0.84 0.1108
H 1.77 -3.72 2.01 0.0766
H 3.31 -3.12 2.65 0.0757
H 3.28 -4.43 1.45 0.0796
H 0.03 -1.40 -1.96 0.1051
H -0.68 -2.79 -1.13 0.1191
H -2.72 -2.60 -2.23 0.1282
H -1.70 -1.87 -3.47 0.1217
H -1.93 2.47 2.00 0.1185
H 0.42 3.06 1.83 0.1075